Record 1
Density functional theory data (the ωB97M-V functional and the def2-TZVPD basis) for C22H33As2CuNO3 as an isolated structure at a distorted geometry.

```
62
Properties=species:S:1:pos:R:3:forces:R:3:lowdin_spin:R:1
C -0.6468 -2.0897 -6.0320 -0.6 0.4 -1.5 0.000
C -1.1637 -1.2437 -6.9624 0.6 -2.2 0.6 0.000
H -0.5867 -3.1487 -6.2732 0.1 0.2 0.3 0.000
H -0.2772 -1.7410 -5.0810 -0.1 -0.1 -0.5 0.000
C -1.2822 0.1746 -6.7079 0.2 1.8 1.3 0.000
C -0.9090 0.7264 -5.5170 -0.6 -0.1 -1.3 0.000
H -0.5435 0.1436 -4.6707 -0.1 0.3 -0.4 0.000
H -1.0204 1.8043 -5.4025 0.1 -0.3 0.2 0.000
C -1.6128 -1.8171 -8.2922 0.0 -0.1 0.1 0.000
H -1.4110 -2.8921 -8.3013 -0.1 0.2 -0.1 0.000
H -1.0833 -1.3722 -9.1445 -0.1 0.0 0.2 0.000
H -2.6880 -1.6796 -8.4679 0.2 0.1 0.1 0.000
C -1.8425 1.0657 -7.7984 0.1 0.1 0.1 0.000
H -2.8455 0.7583 -8.1211 0.2 -0.1 0.1 0.000
H -1.2070 1.0777 -8.6941 -0.1 -0.1 0.2 0.000
H -1.9127 2.0908 -7.4267 0.0 -0.1 -0.1 0.000
Cu 0.3930 0.1804 1.8818 -0.1 0.0 -0.4 0.473
O 0.3826 -0.2221 -0.0602 0.5 0.1 -1.0 0.022
C 1.0911 0.1809 -1.0125 -0.3 0.4 1.3 0.003
O 1.6788 1.6407 1.4738 1.2 0.4 -1.4 0.022
C 2.3306 1.7576 0.4215 -0.2 0.5 1.3 0.002
O 3.3491 2.5981 0.3462 -0.5 -0.8 -0.7 0.000
N 2.1192 1.1065 -0.7782 -0.5 -0.5 0.0 0.005
C 3.9193 2.5387 -1.0047 0.8 0.8 0.3 0.000
C 3.1082 1.5357 -1.7771 -0.5 -0.5 -0.6 0.001
H 4.9639 2.2247 -0.9123 -0.3 0.3 0.1 0.000
H 3.8553 3.5404 -1.4447 0.1 -0.2 0.3 0.000
H 3.7089 0.6869 -2.1209 -0.2 0.1 0.1 0.000
H 2.6106 1.9883 -2.6376 0.1 0.0 0.1 0.000
C 0.9200 -0.2719 -2.3745 -0.2 -0.6 -0.5 0.000
C 0.0820 -1.2997 -2.6300 0.8 0.6 0.9 0.003
H 1.5299 0.2080 -3.1416 -0.2 -0.4 0.1 0.000
H -0.5395 -1.6842 -1.8225 0.2 -0.1 -0.2 0.000
H 0.0851 -1.7971 -3.5854 -0.2 0.1 0.2 0.000
C 2.6198 -0.6987 4.8030 0.1 0.6 -0.7 0.033
As 1.0593 -1.0785 3.6911 -0.4 -1.2 2.9 0.133
C 1.2041 -3.0130 3.6130 -0.1 0.2 -0.9 0.039
C -0.3115 -0.9236 5.1256 -0.1 0.5 -0.8 0.001
C -0.2312 -1.6454 6.3123 -0.2 0.2 0.1 0.002
C -1.2371 -1.4700 7.2718 0.2 0.0 -0.1 0.001
C -2.2845 -0.5742 7.0530 0.0 0.1 -0.3 0.000
C -2.3379 0.1858 5.8759 0.0 -0.2 0.1 0.003
C -1.3548 -0.0072 4.9110 0.8 -0.3 -0.6 0.004
As -1.2322 1.0792 3.2594 -1.3 -0.1 2.6 0.150
C -3.1218 1.3281 2.8771 0.3 -0.1 -0.8 0.048
C -0.7087 2.7337 4.1425 0.3 0.1 -0.8 0.027
H 3.4665 -0.5921 4.1156 0.1 0.0 0.5 0.000
H 2.7610 -1.5398 5.4907 -0.1 0.2 -0.2 0.006
H 2.4344 0.2334 5.3485 0.2 -0.3 -0.1 0.000
H 1.2183 -3.4344 4.6225 0.0 0.2 -0.2 0.006
H 0.3366 -3.3606 3.0445 0.3 -0.3 0.2 0.000
H 2.1342 -3.2162 3.0721 -0.2 -0.3 0.1 0.000
H 0.6031 -2.3250 6.4987 -0.3 0.1 0.0 0.000
H -1.1921 -2.0408 8.1983 0.0 0.2 -0.2 0.000
H -3.0684 -0.4562 7.8001 0.2 0.0 -0.2 0.000
H -3.1388 0.9145 5.7279 0.2 -0.3 0.1 0.000
H -3.5512 2.0871 3.5374 0.2 -0.1 -0.1 0.007
H -3.1571 1.6453 1.8308 -0.5 0.0 0.2 0.001
H -3.6096 0.3586 3.0069 0.0 0.2 -0.1 0.001
H -1.4992 3.0014 4.8532 0.2 -0.1 -0.2 0.005
H 0.2482 2.5661 4.6496 -0.3 0.2 -0.1 0.000
H -0.6050 3.4738 3.3397 0.1 0.1 0.5 0.000
```
Forces are in eV/Å.

As for the expectation value of S²: 0.755. For the largest force on an atom, the calculation gives 0.06245 hartree/bohr. Its spin multiplicity is 2. The total charge is +2. For the gap between HOMO and LUMO (alpha / beta), the calculation gives 5.55 / 3.19 eV. As for the LUMO energy (alpha / beta): -6.5 / -8.9 eV.

Record 2
Density functional theory data (the ωB97M-V functional and the def2-TZVPD basis) for one molecule with the formula C15H23NO.

```
40
Properties=species:S:1:pos:R:3:forces:R:3:mulliken_charge:R:1
C -2.8345 -1.4247 -2.2238 -0.1 0.1 -0.2 -1.448
C -3.2815 -0.1349 -2.9088 0.0 0.0 0.1 0.679
C -4.7766 0.0918 -2.7067 0.2 -0.1 -0.1 -1.410
C -2.4742 1.0795 -2.4119 -0.2 0.0 -0.1 -0.957
C -2.6193 1.2958 -0.9151 0.3 -0.1 -0.5 0.478
O -3.5220 1.9358 -0.4169 -0.4 0.2 0.1 -0.666
N -1.6606 0.6931 -0.1746 0.5 -0.2 0.2 0.142
C -1.6014 0.7898 1.2644 0.0 0.2 0.3 -0.968
C -0.3983 1.6041 1.7489 0.0 -0.1 -0.2 -0.675
C 0.9561 1.0395 1.3173 -0.3 0.0 0.3 -0.499
C 1.2450 -0.3570 1.8823 0.1 0.3 -0.2 -0.739
C 2.6111 -0.8135 1.4565 -0.1 -0.1 0.1 0.199
C 2.7802 -1.5471 0.2893 0.0 0.0 0.0 -0.259
C 4.0417 -1.9333 -0.1273 0.0 0.0 -0.1 -0.634
C 5.1545 -1.5876 0.6196 0.1 0.0 0.0 -0.418
C 4.9978 -0.8553 1.7840 0.1 0.0 0.0 -0.576
C 3.7350 -0.4705 2.1972 0.0 0.0 0.0 -0.320
H -3.3616 -2.2752 -2.6505 0.0 -0.1 0.0 0.449
H -3.0539 -1.3892 -1.1592 0.0 -0.1 0.1 0.275
H -1.7665 -1.5883 -2.3593 0.1 -0.1 0.0 0.316
H -3.0863 -0.2336 -3.9839 0.0 0.0 0.1 0.330
H -4.9949 0.2724 -1.6576 -0.1 0.0 0.1 0.299
H -5.1111 0.9568 -3.2741 -0.1 0.1 0.0 0.349
H -5.3411 -0.7773 -3.0372 -0.1 -0.1 0.0 0.409
H -2.8493 1.9740 -2.9113 0.1 0.0 0.1 0.397
H -1.4211 0.9500 -2.6709 0.0 0.0 0.0 0.360
H -0.9260 0.1820 -0.6348 -0.1 0.1 -0.1 0.162
H -2.5243 1.2853 1.5751 0.1 -0.2 0.0 0.410
H -1.5814 -0.2156 1.6973 -0.1 0.1 0.0 0.347
H -0.4924 2.6205 1.3612 -0.1 0.0 0.1 0.309
H -0.4391 1.6551 2.8385 0.0 0.1 0.1 0.406
H 1.7396 1.7197 1.6594 0.1 0.0 -0.1 0.390
H 1.0171 1.0068 0.2269 0.1 0.0 -0.1 0.275
H 1.1859 -0.3194 2.9720 -0.1 -0.1 0.0 0.342
H 0.4978 -1.0665 1.5231 0.0 -0.1 0.1 0.388
H 1.9145 -1.8256 -0.2961 -0.1 0.0 0.0 0.363
H 4.1564 -2.5071 -1.0355 0.0 0.0 -0.1 0.378
H 6.1398 -1.8897 0.2966 0.1 0.0 0.0 0.370
H 5.8622 -0.5839 2.3723 0.1 0.0 0.0 0.371
H 3.6174 0.0997 3.1080 0.0 0.1 0.1 0.375
```
Forces are in eV/Å.

For the largest force on an atom, the calculation gives 0.01100 hartree/bohr. The total charge is 0. For the gap between HOMO and LUMO, the calculation gives 9.83 eV. As for the SMILES: CC(C)CC(=O)NCCCCc1ccccc1. As for the LUMO energy: 0.6 eV. The energy above the lowest of the compared OMol25 structures with the same formula, charge and spin comes out at 0.101 eV.

Record 3
Density functional theory data (the ωB97M-V functional and the def2-TZVPD basis) for an isolated ion of composition C16H18ClN2O and charge +1 at a distorted geometry.

```
38
Properties=species:S:1:pos:R:3:forces:R:3:mulliken_charge:R:1
C 2.8105 1.6727 -0.9942 -0.5 -0.6 0.2 -0.946
N 1.3585 1.9118 -0.9935 1.7 1.9 0.5 0.098
C 0.9931 3.3207 -1.2633 -0.4 -0.5 0.4 -0.902
C 0.4937 0.8956 -0.7475 -1.6 -2.0 -0.5 -1.267
C -0.0922 -0.0423 0.5238 -0.3 -0.7 2.6 -0.340
C -1.0388 -0.9566 -0.2521 -1.6 -2.5 -1.1 0.506
O -2.2370 -0.7669 -0.4663 1.8 0.7 0.7 -0.591
C -0.4454 -2.2143 -0.8977 0.3 0.3 -0.1 0.375
C -0.9112 -2.4993 -2.1984 0.0 0.1 0.1 -0.463
C -0.2595 -3.4420 -2.9956 0.0 -0.2 0.2 -0.619
C 0.8034 -4.1862 -2.4542 -0.1 0.2 0.0 -0.253
C 1.2013 -4.0017 -1.1225 -0.2 0.0 -0.1 -0.772
C 0.5640 -3.0223 -0.3447 0.3 0.1 -0.1 0.024
N -0.8929 0.4721 1.7251 -0.8 0.8 1.3 0.294
C -0.4650 0.3806 3.0460 -0.2 0.6 -1.0 -0.024
C -1.0213 1.2101 4.0163 0.0 -0.4 -0.2 -0.639
C -2.0813 2.0664 3.7624 0.1 0.1 -1.0 -0.280
C -2.6198 1.9944 2.4780 0.0 0.0 0.4 -0.071
Cl -3.9253 3.0473 2.0677 0.1 -0.4 -0.1 -0.156
C -2.0663 1.1499 1.5196 0.6 0.4 -0.3 0.017
H 3.3325 2.6082 -0.8614 0.1 0.2 0.2 0.337
H 3.0585 1.0177 -0.1554 0.2 0.0 -0.1 0.328
H 3.1987 1.2335 -1.9232 -0.3 -0.1 0.1 0.294
H 1.8573 3.9420 -1.0631 0.1 0.0 0.2 0.334
H 0.7146 3.5560 -2.2983 -0.1 -0.5 0.1 0.287
H 0.2018 3.6530 -0.5936 -0.1 0.0 -0.1 0.351
H -0.5277 1.1156 -1.0704 0.4 0.3 -1.0 0.580
H 0.9011 -0.0606 -1.1519 -0.3 0.7 -0.7 0.441
H 0.6421 -0.7151 1.0196 -0.1 0.6 -0.5 0.335
H -1.8007 -1.9588 -2.5480 0.6 -0.1 0.0 0.398
H -0.5823 -3.6044 -4.0372 0.2 0.0 0.7 0.371
H 1.3101 -4.9281 -3.0787 -0.2 0.3 0.3 0.382
H 2.0120 -4.6235 -0.7005 -0.7 0.5 -0.2 0.369
H 0.8396 -2.9344 0.7103 0.1 0.2 -0.4 0.361
H 0.2972 -0.3550 3.3114 0.0 0.5 -0.5 0.388
H -0.6168 1.2220 5.0038 0.4 -0.4 0.4 0.410
H -2.4550 2.8106 4.4713 0.2 -0.5 -0.1 0.450
H -2.5511 1.0309 0.5565 0.4 0.2 0.0 0.594
```
Forces are in eV/Å.

For the largest force on an atom, the calculation gives 0.06185 hartree/bohr. The total charge is +1. For the gap between HOMO and LUMO, the calculation gives 7.08 eV. As for the SMILES: CN(C)C[C@H](C(=O)c1ccccc1)[n+]1cccc(Cl)c1. As for the LUMO energy: -4.4 eV. The energy above the lowest of the compared OMol25 structures with the same formula, charge and spin comes out at 0.362 eV.

Record 4
Density functional theory data (the ωB97M-V functional and the def2-TZVPD basis) for one molecule with the formula C3H7N5O at a distorted geometry.

```
16
Properties=species:S:1:pos:R:3:forces:R:3:mulliken_charge:R:1
H 2.0391 1.5830 0.7623 0.1 -0.1 -0.2 0.230
N 1.0457 1.3951 0.7873 -0.2 -0.6 -0.7 -0.867
C 0.7274 0.2190 0.3813 -0.5 0.5 2.5 0.655
N 1.4920 -0.9560 0.5113 0.0 0.0 -0.4 -0.503
N -0.7686 -0.0630 0.6323 0.4 0.2 -1.2 0.173
N -1.4327 0.8287 1.5037 0.2 0.0 0.0 -0.903
C -1.2711 0.1715 -1.0093 0.4 -1.5 0.5 0.529
O -2.1713 0.9426 -1.1474 0.3 0.4 -0.2 -0.593
C -0.1468 -0.4089 -1.5885 -0.5 1.2 -0.3 0.268
N 0.4501 -1.2559 -2.2834 -0.1 -0.2 -0.1 -0.663
H 1.5955 -1.4982 -0.3384 0.0 0.1 0.0 0.236
H 2.3909 -0.7774 0.9392 -0.1 0.1 -0.1 0.256
H -0.9101 -1.0330 0.9083 0.1 0.1 0.1 0.356
H -2.1706 1.2758 0.9493 0.2 -0.1 -0.1 0.299
H -0.7188 1.5451 1.7000 -0.2 -0.1 -0.1 0.321
H -0.1506 -1.9682 -2.7081 -0.1 -0.1 0.1 0.206
```
Forces are in eV/Å.

For the largest force on an atom, the calculation gives 0.05140 hartree/bohr. The total charge is 0. For the gap between HOMO and LUMO, the calculation gives 7.78 eV. As for the SMILES: [H]/N=C(\N)[N@@H+](N)C([O-])=C=N. As for the LUMO energy: 0.2 eV. The energy above the lowest of the compared OMol25 structures with the same formula, charge and spin comes out at 4.584 eV.

Question: Which value of total charge does entry 4 give?
Answer: 0

Question: Number 3 is which compound?
Answer: C16H18ClN2O

Question: Which value of largest force on an atom does entry 4 give?
Answer: 0.05140 hartree/bohr